(1)
{
  "formula": "C3H14AsBN3O4",
  "method": "ωB97M-V with the def2-TZVPD basis set",
  "species": ["C", "C", "O", "B", "O", "As", "N", "C", "N", "O", "N", "O", "H", "H", "H", "H", "H", "H", "H", "H", "H", "H", "H", "H", "H", "H"],
  "xyz": [[3.24935, 0.99336, 0.75181], [2.82049, -0.39352, -0.02914], [2.06407, 0.00792, -1.22520], [0.83996, -0.82551, -1.32963], [1.03930, -2.18661, -1.93776], [-1.02534, -0.16718, -0.73891], [-0.36671, 0.54536, 0.88479], [-2.89525, 0.58013, -0.46491], [-2.93741, 1.90737, 0.26616], [-1.45195, -1.78825, 0.04430], [-1.80265, -1.63891, 1.34554], [-1.00670, -2.38188, 1.94042], [2.34828, 1.49799, 1.30533], [3.68372, 1.71790, -0.07380], [4.08680, 0.69969, 1.54235], [2.15252, -1.07988, 0.65197], [3.80181, -0.99491, -0.30580], [0.84959, -2.89506, -1.25509], [-1.55385, -0.75982, -2.10348], [-0.66778, 1.17738, -1.44685], [0.33669, -0.06832, 1.35183], [0.01669, 1.52067, 0.77963], [-3.61996, -0.23734, 0.01022], [-3.34726, 0.79241, -1.54941], [-3.96882, 2.15029, 0.31749], [-2.64555, 1.82674, 1.26812]],
  "forces_ev_per_angstrom": [[0.4, -0.8, -0.2], [0.2, 0.6, 0.4], [-1.0, -1.8, 1.0], [2.4, -2.0, -0.4], [0.1, 1.4, 2.2], [0.0, 2.9, -3.3], [1.1, 0.9, 1.9], [-2.2, -0.2, -0.2], [-1.6, -0.6, 0.5], [-1.5, -0.5, 1.2], [3.7, -3.4, -0.3], [-2.4, 1.6, 0.9], [1.7, -1.1, -1.2], [-0.9, -1.4, 1.8], [-1.7, 0.8, -1.6], [1.4, 1.2, -1.1], [-2.0, 1.2, 0.4], [-0.2, 1.4, -1.2], [-0.3, -0.3, -0.1], [0.1, 0.4, -0.3], [-0.8, 0.9, -0.5], [-0.5, -1.7, 0.0], [1.4, 1.5, -0.8], [1.2, -0.5, 2.2], [1.6, -0.1, 0.0], [-0.1, -0.4, -1.3]],
  "mulliken_charge": [-0.830, -0.190, -0.478, 0.698, -0.573, 0.086, -0.836, -0.613, -0.626, -0.361, 0.058, -0.417, 0.169, 0.220, 0.295, 0.183, 0.268, 0.310, 0.011, 0.128, 0.188, 0.283, 0.228, 0.337, 0.236, 0.226],
  "total_charge": -1,
  "largest_force_ev_per_a": 5.08,
  "homo_lumo_gap_ev": 7.072,
  "e_lumo_ev": 3.4987,
  "multiplicity": 1,
  "e_homo_ha": -0.13132
}

(2)
{
  "formula": "C2H3IS",
  "method": "ωB97M-V with the def2-TZVPD basis set",
  "species": ["C", "C", "S", "I", "H", "H", "H"],
  "xyz": [[1.56201, -0.56064, -0.61547], [0.26560, -0.06832, -0.17775], [1.55826, -3.53151, 0.04828], [3.26610, 0.39542, 0.00301], [-0.50135, -0.38806, -0.88674], [0.19285, 1.00346, 0.01611], [0.05736, -0.59600, 0.76162]],
  "forces_ev_per_angstrom": [[0.3, -1.4, 0.1], [-0.1, 0.7, -0.1], [0.0, 0.6, -0.2], [-0.3, 0.1, 0.0], [0.0, -0.1, 0.1], [0.0, 0.1, 0.1], [0.1, -0.1, 0.0]],
  "mulliken_charge": [-0.306, -0.666, -0.094, 0.136, 0.280, 0.359, 0.291],
  "de_lowest_ev": 5.303,
  "largest_force_ev_per_a": 1.40,
  "homo_lumo_gap_ev": [6.442, 6.403],
  "e_lumo_ev": [-2.1861, -2.2363],
  "multiplicity": 1,
  "e_homo_ha": [-0.31707, -0.31751]
}

(3)
{
  "formula": "CH4P2",
  "method": "ωB97M-V with the def2-TZVPD basis set",
  "species": ["H", "P", "C", "P", "H", "H", "H"],
  "xyz": [[-2.68690, -0.04372, -0.70108], [-1.68194, 0.62618, 0.00837], [-0.25114, -0.15588, -0.43338], [1.29409, 0.76599, -0.13128], [-0.04461, -0.98614, -0.99844], [0.70185, 1.35249, 0.94769], [1.60035, -0.20338, 0.77198]],
  "forces_ev_per_angstrom": [[-0.1, -0.7, -0.1], [1.1, 0.0, -0.2], [-1.3, 2.9, 0.7], [-0.3, -0.3, -0.4], [-0.3, -2.1, -1.5], [-0.3, 1.4, 0.8], [1.3, -1.1, 0.7]],
  "mulliken_charge": [0.013, -0.109, -0.292, -0.039, 0.373, 0.014, 0.041],
  "de_lowest_ev": 0.900,
  "largest_force_ev_per_a": 3.21,
  "homo_lumo_gap_ev": 9.076,
  "smiles": "[H]/P=C/P",
  "e_lumo_ev": -0.0560,
  "multiplicity": 1,
  "e_homo_ha": -0.33560
}